Molecular formula: C4H3NO2
Method: DFT, ωB97M-V/def2-TZVPD

ORCA input file:
```
! wB97M-V def2-TZVPD RIJCOSX def2/J DEFGRID3
* xyz 0 1
O 0.07016 -1.05577 1.29843
C -0.99771 -0.29193 1.15195
C 1.12892 0.19903 1.30821
N -1.22020 0.41694 0.09832
C -0.43332 0.23035 -1.02235
C 0.89956 0.09907 -1.05085
O 1.59451 0.33536 0.13470
H -1.68857 -0.21461 1.99451
H -0.97984 0.23633 -1.95948
H 1.55972 0.01704 -1.90751
*
```

Values from the calculation:
Highest occupied orbital energy   -0.36687 hartree
LUMO level   0.22 eV
HOMO-LUMO gap   10.20 eV
Molecular weight   97.07 g/mol
Energy relative to the best compared isomer or geometry (same formula, charge and spin)   104.8 kcal/mol